Molecular formula: C33H38Cl2F4O6
Method: DFT, ωB97M-V/def2-TZVPD

Summary:
- SMILES string: CCOC(=O)OC.CCOC(=O)OC.Fc1ccccc1.Fc1ccccc1.Fc1ccccc1.Fc1ccccc1.ClCCl
- LUMO energy: 0.6 eV
- HOMO energy: -0.3391 Ha
- ΔE to the lowest compared entry with this formula, charge and spin: 0.0 kJ/mol
- E: -3051.5461 Eh

Atoms and positions in Å:
C  -2.863  -3.508  -13.263
Cl  -2.585  -3.801  -15.014
Cl  -4.417  -4.064  -12.685
H  -2.062  -4.058  -12.782
H  -2.799  -2.447  -13.055
C  -0.071  -6.369  -14.099
C  -0.939  -7.158  -15.084
O  -2.250  -7.352  -14.606
C  -3.120  -7.834  -15.471
O  -2.897  -8.176  -16.587
O  -4.291  -7.879  -14.871
C  -5.393  -8.243  -15.679
H  0.983  -6.375  -14.366
H  -0.198  -6.898  -13.154
H  -0.411  -5.334  -14.111
H  -0.455  -8.123  -15.266
H  -0.924  -6.678  -16.066
H  -5.375  -9.298  -15.957
H  -5.380  -7.676  -16.615
H  -6.300  -7.998  -15.141
C  -2.850  -5.444  -18.434
C  -3.227  -4.972  -19.825
O  -3.063  -6.116  -20.685
C  -3.882  -6.262  -21.712
O  -4.774  -5.505  -22.010
O  -3.565  -7.371  -22.360
C  -4.368  -7.745  -23.474
H  -3.659  -6.048  -18.019
H  -2.840  -4.586  -17.753
H  -1.943  -6.039  -18.386
H  -2.527  -4.223  -20.191
H  -4.248  -4.601  -19.791
H  -5.407  -7.491  -23.270
H  -4.266  -8.811  -23.640
H  -4.006  -7.189  -24.339
F  -7.789  -7.166  -13.023
C  -8.498  -6.325  -12.242
C  -7.833  -5.295  -11.602
C  -8.576  -4.477  -10.728
C  -9.916  -4.745  -10.499
C  -10.537  -5.783  -11.190
C  -9.843  -6.599  -12.043
H  -6.761  -5.200  -11.692
H  -7.990  -3.771  -10.155
H  -10.479  -4.092  -9.846
H  -11.552  -6.002  -10.877
H  -10.297  -7.468  -12.498
F  -1.128  -0.913  -14.619
C  -1.585  0.249  -14.156
C  -1.321  0.639  -12.846
C  -1.707  1.893  -12.398
C  -2.450  2.761  -13.202
C  -2.739  2.346  -14.502
C  -2.265  1.135  -14.965
H  -0.722  -0.017  -12.224
H  -1.435  2.163  -11.386
H  -2.763  3.750  -12.902
H  -3.268  3.005  -15.176
H  -2.506  0.866  -15.990
F  0.013  -3.509  -11.135
C  0.240  -4.682  -10.510
C  -0.841  -5.293  -9.886
C  -0.715  -6.537  -9.312
C  0.575  -7.095  -9.279
C  1.670  -6.445  -9.814
C  1.495  -5.237  -10.481
H  -1.824  -4.833  -9.876
H  -1.547  -7.132  -8.969
H  0.684  -8.065  -8.807
H  2.650  -6.891  -9.719
H  2.292  -4.642  -10.910
F  -3.090  -1.357  -21.444
C  -3.277  -1.406  -20.121
C  -4.566  -1.430  -19.634
C  -4.723  -1.490  -18.243
C  -3.644  -1.460  -17.397
C  -2.344  -1.431  -17.905
C  -2.173  -1.408  -19.281
H  -5.426  -1.507  -20.285
H  -5.722  -1.392  -17.835
H  -3.884  -1.465  -16.341
H  -1.497  -1.324  -17.241
H  -1.211  -1.552  -19.759

***

Molecular formula: C4H10OS
Method: DFT, ωB97M-V/def2-TZVPD

Summary:
- Total charge: +1
- LUMO energy (alpha / beta): -6.7 / -8.8 eV
- Multiplicity: 2
- HOMO energy (alpha / beta): -0.4990 / -0.4988 Ha
- ΔE to the lowest compared entry with this formula, charge and spin: 254.4 kJ/mol
- E: -631.3933 Eh

Atoms and positions in Å:
C  0.019  -0.904  -1.508
O  -0.522  -2.074  -2.126
C  -0.152  -0.894  -0.012
C  0.179  0.534  0.444
C  0.324  0.825  1.979
S  0.578  2.539  2.146
H  1.122  -0.922  -1.780
H  -0.468  -0.031  -2.049
H  -1.037  -1.786  -2.882
H  0.454  -1.705  0.388
H  -1.205  -1.082  0.204
H  -0.688  1.181  0.211
H  1.020  0.874  -0.125
H  -0.715  0.505  2.270
H  0.994  0.151  2.537
H  0.096  2.788  0.305

***

Molecular formula: C6H6N
Method: DFT, ωB97M-V/def2-TZVPD

Summary:
- SMILES string: C=C=CC1=[N+]2C[C@@H]12
- Total charge: +1
- LUMO energy: -5.2 eV
- HOMO energy: -0.5463 Ha
- ΔE to the lowest compared entry with this formula, charge and spin: 374.2 kJ/mol
- E: -286.4927 Eh

Atoms and positions in Å:
C  -1.656  0.571  -0.377
C  -0.511  -0.009  0.244
C  1.989  -0.107  0.084
C  -2.646  -0.395  0.207
C  3.121  -0.310  -0.318
C  0.813  0.393  0.480
N  -1.386  -0.991  0.095
H  -1.480  1.119  -1.265
H  -2.974  -0.131  1.306
H  -3.557  -0.665  -0.234
H  3.559  -0.101  -1.252
H  3.721  -0.881  0.379
H  1.006  1.507  0.651

***

Repeat the second record exactly.
Molecular formula: C4H10OS
Method: DFT, ωB97M-V/def2-TZVPD

Summary:
- Total charge: +1
- LUMO energy (alpha / beta): -6.7 / -8.8 eV
- Multiplicity: 2
- HOMO energy (alpha / beta): -0.4990 / -0.4988 Ha
- ΔE to the lowest compared entry with this formula, charge and spin: 254.4 kJ/mol
- E: -631.3933 Eh

Atoms and positions in Å:
C  0.019  -0.904  -1.508
O  -0.522  -2.074  -2.126
C  -0.152  -0.894  -0.012
C  0.179  0.534  0.444
C  0.324  0.825  1.979
S  0.578  2.539  2.146
H  1.122  -0.922  -1.780
H  -0.468  -0.031  -2.049
H  -1.037  -1.786  -2.882
H  0.454  -1.705  0.388
H  -1.205  -1.082  0.204
H  -0.688  1.181  0.211
H  1.020  0.874  -0.125
H  -0.715  0.505  2.270
H  0.994  0.151  2.537
H  0.096  2.788  0.305

***

Which of these has the highest E?
C6H6N

***

E of number 3 (C6H6N)?
-286.4927 Eh